No. 1
# C28H28FeN8OS

C28H28FeN8OS as an isolated structure (ωB97M-V with the def2-TZVPD basis set, the OMol25 dataset).

```
67
Properties=species:S:1:pos:R:3:forces:R:3:mulliken_charge:R:1
H 4.323821 2.382596 2.704968 -0.04 0.00 0.04 -0.1848
H 2.852596 -0.779489 -3.770944 0.03 0.01 -0.01 0.2368
C -1.729077 -1.227997 -1.603377 -0.98 -0.46 -0.04 0.1497
H 2.474895 2.279768 5.455557 -0.02 -0.01 -0.01 0.4049
H -2.545270 -3.716648 -2.301639 -0.03 0.03 -0.02 0.5610
C -3.474412 -3.356670 -4.198097 0.03 0.00 0.02 -0.8882
C 5.016803 2.837186 1.998436 0.09 -0.04 -0.03 -0.0120
H 6.487498 2.517276 -0.452448 -0.01 -0.02 -0.01 0.3639
C -3.584304 -2.866757 1.250438 -0.13 0.00 -0.13 -0.7125
N 1.334083 1.822039 -0.323032 -0.45 -0.55 -0.13 -0.5254
C -2.125177 -1.746124 -0.273935 -0.44 -0.02 -0.32 0.8125
H -1.546316 3.051185 4.234398 0.05 0.00 -0.02 0.4397
C -2.745546 -0.706704 -3.828923 -0.11 0.09 0.07 -0.1769
H 0.321788 3.487448 5.781394 0.00 -0.04 -0.02 0.3823
C -1.461160 -2.038542 1.910050 0.18 -0.02 0.23 -0.3386
O 0.914338 0.076752 1.884465 0.69 -0.41 0.55 -0.7581
H 6.788316 0.803466 -0.231164 0.04 0.03 -0.02 0.3914
N -1.220195 -1.578439 0.688973 0.75 0.44 0.03 0.0218
C -3.334565 -2.371423 -0.018903 -0.28 -0.17 -0.03 -0.6491
C -2.806593 -2.970000 -3.043219 0.06 -0.15 -0.01 -0.1738
H -3.644434 -0.349768 -5.735394 0.00 -0.01 0.01 0.3872
H 5.479856 3.687101 2.504391 0.01 -0.03 0.00 0.4024
C -0.474498 1.614023 3.050855 -0.01 0.03 0.00 0.2990
H -0.679753 -1.859225 2.640659 -0.01 0.07 -0.06 0.5095
C -3.411184 -1.090332 -4.980972 -0.01 -0.02 0.00 -0.7652
H 4.830836 4.022666 0.198029 -0.02 0.04 -0.03 0.3607
H -4.772239 1.195374 1.521987 0.05 0.05 -0.01 0.4373
N 3.749101 2.244347 -0.013857 -0.17 0.03 -0.04 0.0926
C -3.698750 1.224225 1.450523 0.05 0.01 0.06 -0.7743
C -3.775325 -2.418087 -5.172202 0.03 0.04 0.01 -0.3906
H -2.463574 0.326452 -3.681237 0.06 0.00 -0.03 0.3960
S 1.958763 -1.181431 -1.227301 -0.22 0.10 0.42 -0.5423
H 3.353629 3.929848 1.147948 -0.06 -0.03 -0.03 0.4932
H -4.283135 -2.718745 -6.080119 -0.02 0.01 0.03 0.3982
C -2.628562 -2.708183 2.237218 0.08 0.01 0.01 -0.7822
H -3.090763 0.965958 -0.642969 0.01 -0.04 0.07 0.6023
N -2.884856 1.405682 2.549085 -0.17 0.05 0.01 -0.0504
H -2.781245 -3.087012 3.238803 0.03 0.03 -0.02 0.4528
C 1.795880 1.194612 3.749375 0.07 0.10 0.18 -0.6585
H 4.436365 0.264092 -0.176436 -0.04 0.00 0.03 0.3269
C 4.732179 1.259691 -0.508353 -0.02 0.03 0.04 -0.3915
C -2.852007 1.094988 0.400689 0.18 0.14 -0.15 -0.4410
C -0.608515 2.516217 4.109957 -0.04 -0.03 0.00 -0.7626
N 1.995466 -0.256095 -3.732697 0.04 -0.03 0.01 -0.4913
H 2.727743 0.660902 3.598970 -0.03 0.01 0.01 0.5521
H 5.869065 0.834852 2.014595 0.00 0.03 0.01 0.3364
N -0.698884 -0.483368 -1.576596 1.01 0.12 0.10 0.9007
C 1.642151 2.092760 4.785972 -0.01 -0.07 -0.09 -0.4875
C 6.108938 1.614390 0.033527 -0.04 0.02 0.10 -0.9260
C 2.461789 2.017509 -0.169200 0.39 0.20 0.12 0.4512
H -3.755089 -4.392974 -4.336231 0.04 0.00 0.00 0.3892
H 1.494601 -0.159871 -4.601976 0.00 0.02 -0.01 0.2507
H -3.187413 1.491466 3.502948 0.06 0.03 0.02 0.2565
C -1.592980 1.384997 2.139883 0.03 0.22 0.00 0.6900
H 4.726641 1.250318 -1.598706 -0.02 0.02 -0.05 0.2708
Fe 0.142515 -0.068931 0.154963 -0.92 0.50 -0.58 0.1599
C -2.436896 -1.643816 -2.844505 0.07 -0.08 0.09 0.2070
N -0.056881 -0.223412 -2.755743 0.11 0.31 -0.23 -1.1635
H -4.071169 -2.449435 -0.807489 0.02 -0.04 0.06 0.6134
C 1.215261 -0.500640 -2.632908 -0.01 0.08 -0.02 0.4680
H -4.520032 -3.366770 1.468928 0.01 0.03 -0.03 0.4266
N -1.542587 1.192442 0.830783 0.29 -0.57 0.12 0.0162
H 7.070242 2.105469 1.898602 0.00 -0.04 0.01 0.3300
C 4.218121 3.360833 0.813868 0.00 -0.11 0.02 -0.9877
C 0.749070 0.928644 2.838286 -0.19 0.04 -0.22 0.3212
C 6.080947 1.802430 1.553653 -0.05 0.02 -0.06 -0.6650
C 0.434534 2.769898 4.978932 0.02 -0.01 0.02 -0.8633
```
Positions in Å, forces in eV/Å.

Calculated values
M: 580.50 u
Electronic energy: -3259.01239 a.u.
Maximum force: 1.20 eV/A
Charge: 0
Orbital gap (spin up / spin down): 7.03 / 7.00 eV
HOMO energy (spin up / spin down): -0.257 / -0.257 hartree

No. 2
# C32H32NO

A 2-piece molecular cluster, C32H32NO overall (ωB97M-V with the def2-TZVPD basis set, the OMol25 dataset).

```
66
Properties=species:S:1:pos:R:3:forces:R:3:mulliken_charge:R:1
C 5.793557 -0.748977 -0.118942 -0.15 0.29 0.08 -0.2922
C 6.031338 1.471303 0.874575 -0.42 -0.13 -0.30 -0.3640
H -3.838968 -0.062379 -4.825985 0.61 -0.04 0.14 0.4176
C 6.125434 -0.502808 2.266502 0.03 -0.05 0.00 -0.5300
H -1.983832 -1.324740 0.350343 -0.43 0.24 0.35 0.2334
H -2.231564 1.517549 1.591460 -0.13 -0.33 0.01 0.2384
H -5.655966 2.604563 -1.213285 0.10 -0.44 0.15 0.3825
H -0.154810 1.362400 5.590963 -0.06 -0.05 -0.11 0.3535
H 0.699487 0.500900 4.319199 -0.09 -0.01 0.00 0.3262
C -5.732701 0.635910 -2.094408 0.37 -0.19 0.13 -0.4536
H 1.966912 -0.787896 -3.567262 -0.11 0.04 0.70 0.6104
C -0.587453 -0.762169 5.488244 -0.21 0.00 -0.09 -0.6587
H 6.288735 1.523975 3.007644 0.04 -0.21 -0.27 0.3739
H 0.460735 -1.795894 -2.988117 -0.63 -0.11 0.14 0.7210
H -0.624205 1.687296 -1.847937 0.05 -0.26 0.05 0.3814
C -0.493476 -1.419598 -3.359147 0.09 0.13 -0.30 -0.3488
H -3.871427 -2.027754 -1.066755 0.17 0.41 -0.25 0.3469
H 1.302944 3.010657 -1.716982 -0.04 -0.44 0.44 0.3803
C -2.497756 -1.750037 -4.699659 0.38 0.50 0.41 -0.3599
H 4.339245 -0.782591 -2.801236 -0.60 0.59 -0.19 0.5052
H 6.087306 2.551171 0.729197 -0.12 -0.33 0.05 0.4322
H 0.065356 -2.066847 3.912349 -0.20 0.08 0.02 0.3304
C -1.272562 -2.214229 -4.192690 0.01 -0.23 0.10 -0.8598
C 6.155837 0.889182 2.129920 0.27 -0.25 0.13 -0.3895
H -0.984060 1.899366 3.291183 -0.10 -0.05 0.17 0.4230
H -2.347341 1.446427 -3.549919 -0.15 -0.28 0.29 0.3333
N -1.651308 -0.002703 2.819859 0.61 -0.07 0.21 0.2506
C -0.885345 -0.088199 -3.036583 -0.88 -0.62 -0.45 0.9676
H -6.501079 0.894082 -2.813203 -0.06 -0.02 0.15 0.4250
C -5.233368 -0.668267 -2.030549 0.17 0.20 -0.10 -0.6774
H 5.660462 -1.352392 -1.019628 0.04 0.14 0.40 0.2886
C 2.268017 -0.036967 -2.832441 0.35 -0.53 -0.10 -0.3099
C 5.773307 0.638085 -0.213339 -0.36 -0.09 -0.06 0.5132
H 5.969380 -2.403952 1.239369 0.03 0.38 0.02 0.3649
C -4.168780 -0.980089 -1.185680 0.49 0.44 0.42 -0.5230
C -0.114041 0.808535 -2.247326 1.60 0.39 -1.81 -0.6484
C 3.294845 2.287960 -1.685657 0.18 -0.37 0.08 -0.5805
H -5.650159 -1.440906 -2.687096 0.09 0.24 0.40 0.4141
C 4.129050 1.176117 -1.911021 1.07 -0.26 1.51 0.0794
C -0.265633 0.578462 4.835092 0.17 -0.02 -0.21 -0.7820
C -2.879456 -0.428489 -4.435710 -0.36 -0.24 -0.23 -0.6536
C -2.068741 0.433273 1.609823 -0.70 -0.68 -1.14 -0.0741
C 1.331059 0.890181 -2.265474 0.08 0.66 -0.21 0.5732
H -3.144483 -2.402516 -5.288107 0.26 0.19 0.14 0.4341
O 5.461396 1.237026 -1.449878 -1.22 0.29 -1.11 -0.4136
C -3.525213 0.019415 -0.385531 -1.31 0.30 -0.56 1.1573
H 6.258784 -0.959751 3.253788 -0.12 0.22 -0.45 0.3787
H -2.244107 1.292633 4.393475 0.10 -0.12 -0.21 0.3059
H -2.899071 -1.411981 3.840928 0.14 0.44 -0.39 0.2823
H 0.270904 -1.086336 6.094424 -0.28 0.02 -0.14 0.3053
H -0.946365 -3.231229 -4.440710 -0.10 0.47 0.20 0.3830
H -3.910249 1.989793 0.454699 0.00 -0.07 -0.61 0.2429
C -1.911001 -1.350123 3.338776 -0.01 -0.60 0.52 -0.5523
C -1.333551 1.015194 3.830843 -0.12 0.13 0.22 -0.6180
H -1.239590 -2.733577 4.889007 -0.05 0.23 -0.32 0.3369
H -1.940986 -2.071593 2.513954 0.07 0.29 0.20 0.2969
C 3.634581 0.028698 -2.555099 -0.25 0.31 0.10 -0.4747
C -0.885530 -1.811425 4.404714 0.41 0.01 -0.17 -0.7155
H -1.439532 -0.656602 6.179909 0.14 -0.02 -0.25 0.3263
C -2.093078 0.391468 -3.645925 0.39 0.01 0.54 -0.3585
C -2.390779 -0.311410 0.464425 0.50 0.03 1.53 -0.7847
C -5.234142 1.593365 -1.206739 0.26 0.05 -0.05 -0.6712
C 5.964321 -1.315690 1.140253 0.11 -0.11 0.20 -0.4798
H 3.753165 3.206353 -1.295883 -0.39 -0.40 -0.30 0.4134
C 1.928713 2.123334 -1.841306 0.07 0.29 0.24 -0.5976
C -4.183165 1.285445 -0.339709 0.17 -0.42 -0.07 -0.3580
```
Positions in Å, forces in eV/Å.

Calculated values
M: 446.61 u
Electronic energy: -1368.24333 a.u.
Maximum force: 2.45 eV/A
Charge: +1
Orbital gap: 3.75 eV
HOMO energy: -0.341 hartree